(1)
This record from the Open Molecules 2025 dataset describes C4H9NO in the gas phase. The level of theory is wB97M-V/def2-TZVPD.

Element x y z (Å)
C: -0.55444 -0.09959 1.24254
C: 0.06190 -1.34651 0.55002
O: 1.00232 -0.91865 -0.42715
C: 0.42529 -0.00089 -1.35372
C: -0.10775 1.26369 -0.60897
N: 0.18113 1.08675 0.80946
H: -1.60753 0.02552 0.96242
H: -0.50642 -0.16772 2.33371
H: 0.61371 -1.95755 1.27400
H: -0.69335 -1.98774 0.07245
H: 1.23784 0.27007 -2.03333
H: -0.36549 -0.51435 -1.91865
H: -1.19192 1.39697 -0.73569
H: 0.35556 2.19427 -0.96149
H: 1.14915 0.75572 0.79439

Strongest force on any atom = 0.01393 Eh/bohr
Net charge = 0
Energy relative to the best compared isomer or geometry (same formula, charge and spin) = 176.8 kJ/mol
Kohn-Sham gap = 10.10 eV
HOMO = -8.9872 eV

***

(2)
This record from the Open Molecules 2025 dataset describes a molecular structure, C4H9NO at a distorted geometry. The level of theory is wB97M-V/def2-TZVPD.

Element x y z (Å)
C: -0.87485 1.20161 0.14182
N: -0.47434 -0.17690 0.30291
C: -1.38371 -1.16506 -0.23695
C: 0.84993 -0.51638 0.25217
O: 1.29226 -1.66756 0.27873
C: 1.96418 0.43866 0.22915
H: -1.90031 1.32495 0.50426
H: -0.21881 1.85371 0.72337
H: -0.84761 1.51470 -0.91403
H: -1.56322 -0.98106 -1.30762
H: -2.33724 -1.12946 0.29460
H: -0.93021 -2.14813 -0.11254
H: 2.73083 0.05983 0.94585
H: 2.19360 1.41478 -0.15486
H: 1.49951 -0.02370 -0.94687

Strongest force on any atom = 0.06881 Eh/bohr
Net charge = 0
Energy relative to the best compared isomer or geometry (same formula, charge and spin) = 365.3 kJ/mol
Kohn-Sham gap = 9.97 eV
HOMO = -9.3406 eV

***

(3)
This record from the Open Molecules 2025 dataset describes a molecular structure, C4H9NO. The level of theory is wB97M-V/def2-TZVPD.

Element x y z (Å)
C: -2.05645 0.27075 -0.29006
N: -0.35884 1.04457 0.19567
C: -0.47261 -0.58170 -0.33777
C: 0.40278 -0.00145 0.71981
C: 1.90316 -0.02732 0.44020
O: 2.23629 0.18544 -0.90850
H: -2.43834 -0.25280 -1.17288
H: -2.50023 -0.15465 0.61343
H: -2.34601 1.31390 -0.37183
H: -0.98740 -1.47340 0.02199
H: 0.00411 -0.68985 -1.30672
H: 0.17272 -0.34628 1.74258
H: 2.28516 -1.01415 0.72081
H: 2.39207 0.71198 1.09553
H: 1.74752 0.97480 -1.18411

Strongest force on any atom = 0.00843 Eh/bohr
Net charge = 0
Energy relative to the best compared isomer or geometry (same formula, charge and spin) = 602.0 kJ/mol
Kohn-Sham gap = 8.97 eV
HOMO = -8.2471 eV

***

(4)
This record from the Open Molecules 2025 dataset describes C4H9NO in the gas phase. The level of theory is wB97M-V/def2-TZVPD.

Element x y z (Å)
C: -1.68662 0.60286 0.42070
C: -0.93134 -0.33251 -0.52944
C: 0.31358 -1.04161 0.03777
N: 1.28890 -0.13522 0.61784
C: 2.07354 0.61550 -0.19373
O: 2.14046 0.47263 -1.39969
H: -2.62224 0.94474 -0.03920
H: -1.95273 0.10499 1.36015
H: -1.11414 1.50661 0.66247
H: -0.62659 0.23835 -1.41482
H: -1.61588 -1.11105 -0.88719
H: 0.82092 -1.56651 -0.77834
H: 0.07702 -1.79508 0.79805
H: 1.21927 0.11837 1.59132
H: 2.65498 1.37672 0.35884

Strongest force on any atom = 0.00736 Eh/bohr
Net charge = 0
Energy relative to the best compared isomer or geometry (same formula, charge and spin) = 46.8 kJ/mol
Kohn-Sham gap = 10.61 eV
HOMO = -9.7391 eV

***

(5)
This record from the Open Molecules 2025 dataset describes C4H9NO in the gas phase at a distorted geometry. The level of theory is wB97M-V/def2-TZVPD.

Element x y z (Å)
C: 1.79106 0.19891 -0.11651
C: 0.63836 -0.50982 0.77092
O: 0.10410 0.30082 1.76720
C: -0.44909 -0.58615 -0.29679
C: -1.92467 -0.31592 -0.21244
N: -0.98090 0.77206 -0.33545
H: 2.12050 1.08519 0.42598
H: 2.64272 -0.46318 -0.29912
H: 1.51848 0.56823 -1.13284
H: 1.01619 -1.48082 1.15273
H: -0.47501 0.93646 1.07532
H: -0.08229 -1.04799 -1.20660
H: -2.53174 -0.28405 0.69194
H: -2.48938 -0.51022 -1.12172
H: -0.89834 1.33650 -1.16261

Strongest force on any atom = 0.04897 Eh/bohr
Net charge = 0
Energy relative to the best compared isomer or geometry (same formula, charge and spin) = 299.9 kJ/mol
Kohn-Sham gap = 10.18 eV
HOMO = -9.2525 eV

***

(6)
This record from the Open Molecules 2025 dataset describes a molecular structure, C4H9NO. The level of theory is wB97M-V/def2-TZVPD.

Element x y z (Å)
C: -1.22526 -0.15556 1.30970
C: 0.16673 -0.56662 -0.51428
C: -0.72315 -0.24424 -1.68207
N: 1.16263 0.35743 -0.33899
C: 2.10143 0.27920 0.67785
O: 2.15338 -0.60476 1.49182
H: -2.18386 -0.67908 1.39431
H: -1.40302 0.87863 1.00152
H: -0.73528 -0.16349 2.28987
H: -0.35219 -0.98330 0.52061
H: -0.25098 -0.54228 -2.63303
H: -0.95991 0.82693 -1.78442
H: -1.65292 -0.80711 -1.60548
H: 1.11724 1.25574 -0.81155
H: 2.78515 1.14850 0.68413

Strongest force on any atom = 0.00922 Eh/bohr
Net charge = 0
Energy relative to the best compared isomer or geometry (same formula, charge and spin) = 414.8 kJ/mol
Kohn-Sham gap = 8.19 eV
HOMO = -7.7068 eV

***

Question: The highest HOMO belongs to which entry?
Answer: number 6

***

Please write out number 1 again, unchanged.
This record from the Open Molecules 2025 dataset describes C4H9NO in the gas phase. The level of theory is wB97M-V/def2-TZVPD.

Element x y z (Å)
C: -0.55444 -0.09959 1.24254
C: 0.06190 -1.34651 0.55002
O: 1.00232 -0.91865 -0.42715
C: 0.42529 -0.00089 -1.35372
C: -0.10775 1.26369 -0.60897
N: 0.18113 1.08675 0.80946
H: -1.60753 0.02552 0.96242
H: -0.50642 -0.16772 2.33371
H: 0.61371 -1.95755 1.27400
H: -0.69335 -1.98774 0.07245
H: 1.23784 0.27007 -2.03333
H: -0.36549 -0.51435 -1.91865
H: -1.19192 1.39697 -0.73569
H: 0.35556 2.19427 -0.96149
H: 1.14915 0.75572 0.79439

Strongest force on any atom = 0.01393 Eh/bohr
Net charge = 0
Energy relative to the best compared isomer or geometry (same formula, charge and spin) = 176.8 kJ/mol
Kohn-Sham gap = 10.10 eV
HOMO = -8.9872 eV

***

Question: What is the Kohn-Sham gap in the third record?
Answer: 8.97 eV